Here is a 7-piece molecular cluster, H14O7 overall from the OMol25 dataset. Energies are from ωB97M-V/def2-TZVPD.

Element x y z (Å)
O -0.569025 -0.437533 -0.529971
H -0.544203 -1.000643 0.254805
H -0.007498 0.245276 -0.411673
O -2.912787 4.208267 -1.051483
H -3.771655 4.549114 -0.868387
H -3.035928 3.335720 -1.529135
O -4.071789 -1.575049 1.925650
H -3.761414 -1.248642 1.068075
H -3.696691 -2.397656 1.867763
O 3.362976 -2.533450 -1.401136
H 2.604140 -1.944836 -1.641000
H 2.928099 -3.299321 -1.754091
O -2.133915 -2.108815 -1.044134
H -1.859117 -3.045746 -0.823166
H -2.892202 -1.857240 -0.496582
O 2.910895 -0.050570 1.429493
H 3.477440 -0.812523 1.731889
H 2.165017 0.036688 2.008788
O 3.646200 2.676211 0.569101
H 3.004786 2.942669 -0.039759
H 3.528801 3.064658 1.452315

Forces on the atoms, in the same order (eV/Å):
O -2.4 -2.8 -0.4
H 0.1 0.3 -0.3
H 3.1 3.5 0.9
O 1.0 -1.9 -1.0
H -1.1 0.2 0.1
H 0.0 1.7 0.9
O -0.9 3.0 -0.8
H -0.4 0.8 0.4
H 1.2 -3.7 0.6
O -1.6 1.2 -0.5
H 1.2 0.3 0.7
H 0.3 -1.5 -0.2
O -0.2 -2.1 0.2
H -0.9 1.6 -0.2
H 0.3 -0.6 -0.3
O 1.4 -1.1 -0.3
H -1.2 1.2 -0.3
H -0.3 -0.2 0.6
O 2.1 -0.7 1.7
H -1.7 0.9 -0.9
H -0.4 -0.1 -0.9

E_HOMO, Eh: -0.402
Energy above the lowest of the compared OMol25 structures with the same formula, charge and spin, kJ/mol: 345.9
Net charge: 0
E, eV: -14557.877
2S+1: 1

Mulliken atomic charge list, values in e, 5 entries: atom 1 (O): -0.579, atom 2 (H): 0.315, atom 3 (H): 0.279, atom 4 (O): -0.645, atom 5 (H): 0.317

***

Here is a 2-piece molecular cluster, C3H13NSi2 overall from the OMol25 dataset. Energies are from ωB97M-V/def2-TZVPD.

Element x y z (Å)
C -0.683294 -1.268481 1.415411
Si -1.404239 -0.133391 0.341289
C -1.340846 1.850034 0.680205
C -2.360261 -0.460665 -1.287877
H -0.780434 -2.188780 0.978157
H -0.317418 -1.283734 2.360017
H -2.322753 2.319826 0.677992
H -0.861088 1.769207 1.686316
H -0.719533 2.273809 -0.072567
H -3.018957 0.327611 -1.618169
H -1.628285 -0.579136 -1.979535
H -2.911404 -1.391591 -1.373043
N 2.005871 -0.953389 -0.099663
Si 3.122087 0.328927 -0.323725
H 1.325924 -0.951456 0.700027
H 2.022818 -1.884625 -0.512238
H 4.488504 0.172584 0.259673
H 2.044861 1.523990 -0.052781
H 3.338455 0.529259 -1.779493

Forces on the atoms, in the same order (eV/Å):
C -1.9 2.3 -2.7
Si -0.7 2.1 0.5
C -0.1 -3.2 1.0
C -1.1 -0.5 2.3
H -0.2 -2.7 -0.9
H 1.1 0.5 2.6
H 0.1 -0.1 0.2
H -0.3 0.9 -0.8
H 0.7 0.5 -0.4
H 0.0 0.5 0.3
H 2.4 -0.1 -2.5
H -0.2 -0.2 0.5
N -0.6 -0.8 0.9
Si -2.0 0.9 -0.8
H 0.9 0.1 -1.3
H 0.3 0.5 0.2
H -0.4 0.4 0.3
H 1.9 -0.9 0.3
H 0.2 -0.1 0.0

E_HOMO, Eh: -0.303
Energy above the lowest of the compared OMol25 structures with the same formula, charge and spin, kJ/mol: 315.9
Net charge: 0
E, eV: -20564.869
2S+1: 1

Mulliken atomic charge list, values in e, 5 entries: atom 1 (C): -1.316, atom 2 (Si): 0.485, atom 3 (C): -0.991, atom 4 (C): -1.150, atom 5 (H): 0.369

***

Here is one molecule with the formula C13H12N2 from the OMol25 dataset. Energies are from ωB97M-V/def2-TZVPD.

Element x y z (Å)
C 1.991651 -4.129498 0.477301
C -1.887947 4.130342 -0.466966
C 2.860846 -3.142557 0.799696
C 0.712095 -3.831391 0.016725
C -2.562419 3.224099 0.274207
C -0.704070 3.750818 -1.085065
C 2.509010 -1.797698 0.735321
C 0.276745 -2.519089 0.057532
C -2.027792 1.973167 0.370568
C -0.143455 2.491110 -0.952323
C 1.220484 -1.533422 0.392672
C -0.817544 1.603044 -0.177337
C 0.702512 -0.171194 0.172702
N -1.514673 -0.692989 -0.551553
N -0.549475 0.064270 -0.147667
H 2.303224 -5.221010 0.680330
H -2.277584 5.115547 -0.807930
H 3.762087 -3.416388 1.176214
H 0.077755 -4.723893 -0.157404
H -3.458197 3.465024 0.857320
H -0.070884 4.539832 -1.488001
H 3.029987 -0.857652 0.997473
H -0.680658 -2.212453 -0.209740
H -2.565157 1.142578 0.884198
H 0.819411 2.207433 -1.379734
H 1.139401 0.672569 0.609172
H -2.145352 -0.130598 -1.077714

Forces on the atoms, in the same order (eV/Å):
C -0.3 -2.5 -0.1
C 0.5 1.8 -2.2
C -0.5 1.9 0.0
C -0.3 -1.2 0.9
C -1.2 -0.1 1.3
C 1.2 0.9 0.4
C 0.1 0.6 0.4
C 2.2 -1.8 0.1
C -0.5 -2.5 1.4
C 1.2 0.1 -0.1
C -2.6 1.2 -1.7
C -1.7 -2.4 -0.3
C -0.5 -2.0 1.2
N 0.0 -0.7 0.1
N 0.5 4.1 -0.9
H -0.5 1.9 -0.6
H 0.2 -0.7 1.0
H 2.7 -0.6 1.0
H 0.0 1.0 -0.2
H 0.2 -0.1 -0.6
H -0.4 -0.2 -0.6
H 0.7 -1.2 -0.1
H -1.2 -0.2 -0.3
H 0.3 0.9 -0.2
H -0.3 0.3 -0.1
H 1.0 1.0 0.4
H -0.7 0.7 -0.2

E_HOMO, Eh: -0.277
Energy above the lowest of the compared OMol25 structures with the same formula, charge and spin, kJ/mol: 165.8
Net charge: 0
E, eV: -16652.169
2S+1: 1

Mulliken atomic charge list, values in e, 5 entries: atom 1 (C): -0.294, atom 2 (C): -0.334, atom 3 (C): -0.579, atom 4 (C): -0.586, atom 5 (C): -0.586

***

Here is one molecule with the formula C3H4N4O from the OMol25 dataset. Energies are from ωB97M-V/def2-TZVPD.

Element x y z (Å)
C -0.032224 -0.911848 1.914073
C -0.500412 -1.388756 0.758578
O -0.602667 -0.856909 -0.518131
C 0.056040 0.321928 -0.737718
N 0.435868 1.191636 0.141929
N 0.909438 2.175118 -0.412015
N 0.803545 2.127989 -1.706587
N 0.260242 0.786143 -1.977474
H 0.332375 -0.061200 2.186432
H -0.386226 -1.492537 2.710934
H -1.105611 -2.257324 0.552981
H -0.170368 0.365762 -2.913002

Forces on the atoms, in the same order (eV/Å):
C -3.0 -4.9 -2.6
C -0.9 0.3 -0.1
O 2.1 2.3 -0.4
C -1.6 -1.6 -1.7
N -1.6 -4.9 4.6
N 1.5 4.8 -4.9
N 0.0 -1.4 -0.8
N -0.7 0.8 -0.3
H 2.4 5.0 0.7
H 0.0 -1.2 1.1
H 0.2 -0.7 1.4
H 1.6 1.7 2.8

E_HOMO, Eh: -0.356
Energy above the lowest of the compared OMol25 structures with the same formula, charge and spin, kJ/mol: 419.0
Net charge: 0
E, eV: -11179.626
2S+1: 1

Mulliken atomic charge list, values in e, 5 entries: atom 1 (C): -0.747, atom 2 (C): -0.094, atom 3 (O): -0.330, atom 4 (C): 0.477, atom 5 (N): 0.017

***

no.,HOMO-LUMO gap (Eh)
1,0.4045
2,0.3288
3,0.2987
4,0.3756